# 1
C25H48ClLuNO2P2S2 | the ωB97M-V functional and the def2-TZVPD basis

Summary:
gap between HOMO and LUMO: 6.12 eV
calculated total energy: -118681.76999 eV
lowest unoccupied orbital energy: 2.43 eV
energy relative to the best compared isomer or geometry (same formula, charge and spin): 0.0 kcal per mole
total charge: -1

```
82
Properties=species:S:1:pos:R:3:lowdin_charge:R:1
Lu -0.03999 0.00196 -0.12465 0.59
Cl -0.08603 0.06358 -2.58251 -0.07
S -2.80708 0.51229 4.90968 0.66
S 0.63687 -0.07609 2.56084 0.60
P 0.36205 2.62325 -0.17210 0.90
P -0.36648 -2.61445 -0.23038 0.91
O -2.93046 1.82745 5.45082 -0.30
O -3.94373 -0.37063 4.76568 -0.31
N -1.82343 0.51169 3.50924 -0.08
C 0.80606 -4.75005 -1.54083 -0.14
C 2.08727 -2.58204 -1.75038 -0.17
C -2.52455 -4.08665 -1.16239 -0.14
C 1.39101 3.27556 2.33874 -0.14
C -1.64253 -0.73609 7.19814 -0.04
C 0.59730 -1.69767 6.92397 -0.07
C -2.11625 -2.63716 -0.85336 -0.54
C 1.34328 -3.36248 1.77929 -0.14
C 0.68274 -3.22640 -1.62458 -0.54
C -1.13744 -3.38403 2.33852 -0.10
C 2.03393 2.66606 -0.98745 -0.54
C -0.82646 3.28527 -1.42504 -0.55
C 2.42074 4.12439 -1.27361 -0.14
C -1.58046 -0.36410 5.85726 -0.22
C -2.23284 2.63643 -1.43259 -0.18
C -0.08209 -3.64036 1.24321 -0.55
C -0.52257 -1.40813 7.72676 -0.08
C 0.61158 -1.29452 5.59142 -0.03
C -0.47152 -0.59864 5.06485 -0.24
C -3.17106 -1.92552 0.03596 -0.17
C 0.23950 3.57362 1.36775 -0.55
C -0.94872 4.80201 -1.26129 -0.14
C -1.13169 3.27298 2.03935 -0.12
C 3.17215 1.90772 -0.25416 -0.17
C -0.63520 -0.03671 3.72498 -0.75
H -1.60490 5.03352 -0.41393 0.07
H -3.87261 -1.37818 -0.61501 0.08
H 2.76478 -3.23714 -2.32461 0.07
H 1.14024 -5.14622 -2.50947 0.08
H -2.76964 -1.16902 0.73311 -0.01
H -2.22018 1.66596 -1.94073 0.00
H -3.73219 -2.64945 0.64724 0.06
H -1.12247 3.56459 3.09960 0.08
H 2.37304 3.57264 1.95504 0.06
H 1.49919 -2.28666 1.95295 -0.02
H -1.40035 2.20478 2.06381 0.02
H -2.02600 -4.47732 -2.05679 0.06
H 1.80255 -0.35134 -0.17269 -0.12
H 2.55588 -2.40449 -0.77474 0.03
H -0.80484 -3.81640 3.29396 0.08
H 0.28528 4.64694 1.09550 0.09
H -1.87821 0.33244 -0.02564 -0.11
H 1.41967 2.20357 2.57934 -0.02
H -3.60946 -4.15556 -1.33080 0.07
H 1.81412 4.56813 -2.07093 0.06
H 0.01282 5.29562 -1.09537 0.05
H 2.13543 -3.70717 1.10439 0.06
H -0.14881 -4.70050 0.93213 0.09
H -2.51518 -0.50402 7.81131 0.12
H -2.62386 2.48274 -0.41910 0.04
H 1.44529 -1.48093 4.93437 0.09
H 3.72072 1.28886 -0.98290 0.07
H -2.28600 -4.74441 -0.31436 0.07
H -0.13478 -5.24762 -1.28964 0.04
H 2.03325 -1.62018 -2.27264 0.01
H -2.11239 -3.82054 2.09092 0.07
H 1.83564 2.12658 -1.93521 0.07
H 1.55101 -5.02145 -0.78360 0.07
H 3.47495 4.19033 -1.58116 0.07
H -2.95013 3.27901 -1.97165 0.07
H -1.94946 3.81142 1.54336 0.06
H -1.39163 5.23749 -2.16773 0.08
H 1.21480 3.81027 3.28208 0.08
H -0.35849 3.04386 -2.39620 0.09
H -1.28888 -2.31272 2.52513 0.05
H 2.30751 4.73626 -0.36710 0.07
H 2.83371 1.21858 0.53280 0.00
H 3.87594 2.60865 0.22176 0.06
H 1.48652 -3.84973 2.75384 0.07
H -0.51666 -1.70836 8.77220 0.09
H 0.11648 -2.93919 -2.52886 0.09
H -2.03563 -2.05732 -1.79495 0.08
H 1.45094 -2.22044 7.35743 0.10
```



# 2
C29H31ClF3N6OPtS2 | the ωB97M-V functional and the def2-TZVPD basis

Summary:
gap between HOMO and LUMO (spin up / spin down): 6.54 / 6.48 eV
calculated total energy: -87151.76750 eV
lowest unoccupied orbital energy (spin up / spin down): -4.56 / -4.62 eV
energy relative to the best compared isomer or geometry (same formula, charge and spin): 19.1 kcal per mole
total charge: +1

```
74
Properties=species:S:1:pos:R:3:lowdin_charge:R:1
Pt 0.08197 -0.05404 -0.68754 0.86
Cl -4.14260 -4.82470 3.37719 0.68
S -0.52213 1.15840 1.22175 0.66
S 4.55371 0.85371 -1.56656 1.14
F -0.10470 1.60017 4.30194 0.13
F -1.46787 0.49099 5.58044 0.15
F -2.21815 1.51984 3.81836 0.13
O -7.27659 0.64022 -2.69945 -0.03
N -3.08225 -1.09443 -3.31519 0.14
N -3.70099 -0.12666 -2.58210 -0.05
N -1.69009 -0.23543 -1.80992 -0.11
N -0.43522 -1.43372 1.38248 -0.03
N 2.60279 2.27871 -0.38065 0.14
N 2.18445 0.05320 -0.94337 -0.11
C -0.80561 -2.81980 3.28795 -0.04
C 4.13325 -0.80575 -1.92374 -0.45
C 2.97227 1.10602 -0.89955 -0.68
C 2.28535 -2.33130 -1.66969 -0.04
C 2.83211 -1.06318 -1.50675 -0.31
C 4.90860 -1.78608 -2.52500 -0.07
C -1.87766 -1.14296 -2.81655 -0.18
C -7.62061 0.37502 0.11176 -0.04
C -1.18824 0.80052 4.30614 -0.60
C -5.75633 -2.80806 -2.08160 -0.12
C -5.36366 -3.32087 -0.71672 -0.24
C -6.22300 0.44131 -0.52495 -0.49
C -5.08383 0.28013 -2.90136 -0.01
C -5.83074 1.93025 -0.56950 -0.04
C -0.64887 -0.34519 2.12217 -0.65
C 3.05617 -3.31552 -2.26674 -0.07
C -1.03593 -1.69153 4.05935 0.03
C -0.95375 -0.43662 3.48220 -0.12
C -0.50167 -2.64169 1.95475 -0.14
C -3.64349 -3.87664 0.89686 -0.10
C -5.27343 -0.30304 0.42585 -0.02
C 4.35400 -3.04303 -2.69518 -0.07
C -6.72104 -1.60751 -2.14695 -0.09
C -4.02563 -3.41713 -0.35681 -0.04
C -2.84717 0.39548 -1.70989 -0.13
C -4.61476 -4.25914 1.80384 -0.66
C -6.32035 -3.74186 0.20377 -0.04
C -6.28009 -0.12710 -1.99233 -0.40
C -5.95768 -4.20458 1.46162 -0.09
H -7.37549 -3.70480 -0.05931 0.12
H -3.25799 -3.11450 -1.06643 0.10
H -4.76884 2.08509 -0.77816 0.06
H -6.27060 -3.62290 -2.59740 0.13
H -7.16326 -1.63828 -3.14347 0.13
H -1.11818 -1.82732 -3.16856 0.12
H -7.55855 0.76021 1.13284 0.10
H -4.86230 -2.61242 -2.66383 0.08
H -6.70987 -4.52491 2.17256 0.11
H -0.86381 -3.81479 3.71209 0.11
H -5.69346 -1.25799 0.74195 0.07
H -6.41048 2.46770 -1.32183 0.09
H 4.93934 -3.82353 -3.16478 0.11
H -0.30172 -3.49082 1.30915 0.12
H 5.92074 -1.57710 -2.85099 0.12
H -3.06169 1.19274 -1.01654 0.12
H -6.03163 2.38700 0.40253 0.10
H 1.28278 -2.53499 -1.30921 0.09
H -5.10955 1.36219 -2.96085 0.13
H -2.59729 -3.93847 1.17322 0.08
H 1.70010 2.35284 0.05592 0.05
H -8.00067 -0.64800 0.17860 0.08
H -7.54322 -1.77725 -1.44651 0.10
H -5.28348 -0.10522 -3.89354 0.14
H -8.14953 0.36672 -2.40199 0.10
H -1.27758 -1.77977 5.11104 0.13
H 3.23164 3.05875 -0.34016 0.11
H -4.28890 -0.50434 0.00302 0.06
H -5.12958 0.30481 1.32569 0.10
H -8.34791 0.99454 -0.41983 0.09
H 2.65160 -4.31168 -2.39652 0.11
```



# 3
C18H16N6S | the ωB97M-V functional and the def2-TZVPD basis

Summary:
gap between HOMO and LUMO: 8.44 eV
calculated total energy: -38701.48361 eV
lowest unoccupied orbital energy: 0.18 eV
energy relative to the best compared isomer or geometry (same formula, charge and spin): 1.7 kcal per mole
total charge: 0

```
41
Properties=species:S:1:pos:R:3:nbo_charge:R:1
S 0.08744 2.02605 -1.47480 0.28
N -1.22277 0.51962 0.39316 -0.37
N 1.12443 0.37898 6.20968 -0.41
N -1.09033 0.20796 1.68554 -0.26
N 0.59568 1.49863 1.14397 -0.35
N -1.79247 -0.82304 -1.96447 -0.56
N -1.32872 -0.15993 -4.04474 -0.46
C -1.52251 0.21355 -2.81066 0.35
C -1.37946 -2.44486 -5.07741 -0.20
C -1.47323 -1.52331 -4.03983 0.07
C 1.76577 2.34235 1.14716 -0.26
C 2.04781 0.48271 5.27152 0.04
C 3.56216 2.08197 -0.55399 -0.35
C 2.93575 1.63931 0.51827 -0.21
C -1.48097 1.61342 -2.34026 -0.54
C -0.14426 0.38689 5.83406 0.04
C -1.95520 -3.30035 -2.42258 -0.26
C -0.54954 0.51901 4.51801 -0.22
C -1.57365 -3.77424 -4.77001 -0.23
C -1.85565 -4.19556 -3.46759 -0.21
C -0.21703 1.29579 0.06712 0.19
C 0.42653 0.65001 3.52804 -0.04
C -1.76195 -1.96113 -2.72252 0.17
C 1.76335 0.61500 3.92123 -0.26
C -0.00663 0.77722 2.14778 0.30
H 1.53080 3.24669 0.57634 0.23
H -1.50761 -4.51568 -5.55275 0.21
H -2.28410 1.82483 -1.63566 0.25
H -1.59123 0.52053 4.24216 0.24
H 3.22973 0.70919 0.98712 0.20
H -0.86772 0.28557 6.63195 0.20
H -2.17347 -3.62357 -1.41591 0.22
H 3.26959 2.99576 -1.04331 0.20
H 1.98299 2.61877 2.18350 0.24
H -1.16202 -2.11794 -6.08145 0.22
H -1.99932 -5.24906 -3.27758 0.21
H -1.90520 -0.71525 -0.96101 0.45
H -1.51171 2.29082 -3.19125 0.26
H 2.56885 0.65649 3.20597 0.21
H 3.07254 0.45599 5.61872 0.20
H 4.39334 1.55084 -0.98352 0.21
```



Q: What is the total charge in the first record?
A: -1



Q: Among the records above, which one has the highest total charge?
A: C29H31ClF3N6OPtS2